Below is a 30-piece molecular cluster, C81H205BN7O37 overall, with properties calculated with wB97M-V/def2-TZVPD.

Values from the calculation:
HOMO energy = -6.1242 eV
Total charge = -1
Spin multiplicity = 1
Kohn-Sham gap = 7.15 eV

Each line ends with the Mulliken charge.
Element x y z (Å)
O 19.53434 -8.74383 14.53542  -0.96
C 19.13613 -7.65778 14.06157  0.35
O 19.29712 -6.49810 14.66122  -0.61
B 18.60666 -5.47747 13.83097  -0.14
O 18.23332 -6.13916 12.55833  -0.40
C 18.36831 -7.42013 12.73361  0.46
O 17.97694 -8.27025 11.99892  -0.15
O 19.51190 -4.34382 13.67699  -0.12
C 19.07827 -3.31855 14.36485  0.14
O 19.69809 -2.23967 14.54490  -1.16
C 17.69517 -3.71604 14.95249  0.33
O 17.46578 -4.97018 14.61835  0.30
O 16.93412 -2.93587 15.58015  -0.37
C 17.43999 -3.53903 10.55255  0.91
O 17.59269 -3.45446 9.14834  -0.64
H 18.20022 -3.02077 11.13696  0.19
H 16.45385 -3.13862 10.78772  -0.22
H 17.61769 -4.55851 10.89489  -0.18
H 17.54155 -2.52369 8.91884  0.25
C 13.82084 2.06324 17.18168  -0.78
O 13.61476 0.74876 16.76989  -0.45
H 14.33895 2.12719 18.13854  0.29
H 14.58079 2.54822 16.56901  0.27
H 12.97329 2.74847 17.16747  0.30
H 14.44429 0.38607 16.45064  0.25
C 16.56801 -7.39390 8.45661  0.30
O 15.69624 -7.38707 7.34784  -0.57
H 16.14358 -6.66678 9.14889  -0.03
H 16.54203 -8.26381 9.11286  -0.20
H 17.59450 -7.18086 8.15822  0.19
H 15.43091 -6.46454 7.33568  0.35
C 21.72881 -14.35441 12.88225  -0.31
O 21.53015 -13.53862 13.96455  -0.37
H 22.76662 -14.66271 12.75573  0.35
H 21.19770 -15.27305 13.13144  0.37
H 21.34952 -13.98972 11.92766  -0.18
H 21.97755 -12.69436 13.87155  0.22
C 15.99241 -3.39352 19.92550  -0.29
O 16.53567 -2.18094 20.28662  -0.53
H 15.35000 -3.21526 19.06317  0.12
H 16.73660 -4.14964 19.67536  -0.05
H 15.35864 -3.75076 20.73717  0.47
H 15.85583 -1.70322 20.76746  0.27
C 24.17627 -7.68262 17.17330  -0.67
O 23.78775 -7.78204 15.81150  -0.35
H 24.70940 -8.54982 17.56296  0.35
H 24.86332 -6.83647 17.18301  0.31
H 23.29415 -7.51809 17.79209  0.04
H 23.28734 -8.59746 15.73222  0.11
C 22.81387 -5.17849 13.78625  0.15
O 24.01892 -5.93880 13.71397  -0.60
H 22.93172 -4.15945 14.15469  0.28
H 22.51057 -4.95599 12.76321  -0.04
H 21.95945 -5.75164 14.14621  0.25
H 23.88576 -6.76440 14.18541  0.10
C 18.67866 -9.84569 17.52130  0.30
O 18.93476 -10.21688 18.81255  -0.68
H 17.63603 -9.54824 17.40921  0.17
H 19.34698 -9.00543 17.33307  -0.12
H 19.05777 -10.49803 16.73464  -0.08
H 19.88513 -10.25823 18.94171  0.51
C 13.54701 -7.60486 11.93797  -0.45
O 14.35999 -6.48808 11.53442  -0.35
H 13.93718 -8.48911 11.43403  0.18
H 13.60746 -7.68178 13.02358  -0.01
H 12.49231 -7.46069 11.70361  0.41
H 15.12274 -6.46854 12.11704  0.14
C 18.26817 -0.00527 17.66574  -0.60
O 17.03338 -0.29421 18.37137  -0.70
H 18.04715 0.81520 16.98303  0.55
H 19.06755 0.30311 18.33953  0.47
H 18.63192 -0.87333 17.11596  0.01
H 17.11485 -1.10116 18.88497  0.33
C 24.96178 -2.96959 12.68380  -0.42
O 25.49670 -4.22549 12.38995  -0.69
H 25.55044 -2.16542 12.24233  0.46
H 23.96512 -2.78494 12.28296  -0.16
H 24.92698 -2.86214 13.76793  0.50
H 24.88077 -4.83746 12.79948  0.33
C 17.09980 -0.14831 9.62414  -0.33
O 16.97491 -0.86614 8.47730  -0.63
H 16.15198 0.27191 9.96052  0.38
H 17.42836 -0.74560 10.47466  -0.17
H 17.76161 0.70436 9.47225  0.36
H 16.72049 -0.25407 7.78287  0.31
C 16.10013 -6.93876 18.85214  -0.34
O 15.21837 -6.64715 20.02146  -0.53
H 15.78239 -7.91094 18.47531  0.41
H 15.94663 -6.31571 17.97103  -0.21
H 17.14704 -7.03745 19.13912  0.38
H 15.63579 -6.87972 20.85409  0.26
C 15.49650 -7.65590 15.38921  0.54
O 14.26550 -7.89933 15.99823  -0.58
H 16.08698 -8.56854 15.30846  0.22
H 15.38637 -7.25762 14.38058  -0.10
H 16.16739 -7.01184 15.95771  -0.19
H 13.87977 -8.69702 15.62877  0.28
C 13.67121 -4.15639 15.57466  -1.65
C 12.37911 -3.78311 16.28312  1.86
C 11.33801 -3.25664 15.18589  -1.15
C 9.85039 -3.17149 15.56477  -0.69
C 9.44016 -4.55927 16.18442  -1.36
C 10.34393 -5.01884 17.40960  1.53
N 11.75671 -4.95501 16.96808  0.51
O 12.66103 -5.57164 17.84091  -0.30
C 9.95731 -4.27302 18.72105  -1.71
C 10.02072 -6.53596 17.59236  -2.06
C 12.56754 -2.62611 17.37396  -1.31
H 14.39168 -4.64073 16.23377  -0.12
H 14.13016 -3.26834 15.14012  0.23
H 13.44269 -4.95941 14.87392  0.45
H 11.58904 -2.22519 14.93853  0.28
H 11.43635 -3.87801 14.29575  0.44
H 9.27919 -3.12848 14.63742  0.43
H 9.72068 -2.29535 16.20011  0.34
H 9.51641 -5.30356 15.39174  0.46
H 8.38150 -4.65351 16.42619  0.44
H 10.85299 -4.04304 19.29807  0.24
H 9.39107 -3.36510 18.51331  0.32
H 9.32317 -4.93758 19.30783  0.52
H 8.95481 -6.72454 17.72033  0.48
H 10.37719 -7.11943 16.74348  0.40
H 10.53050 -6.96264 18.45617  0.40
H 13.16284 -2.93673 18.23259  -0.05
H 11.55458 -2.28020 17.57977  0.47
H 13.12940 -1.83660 16.87488  0.26
H 12.99576 -6.29470 17.30544  0.22
C 18.91285 1.28104 13.96038  -1.90
C 20.28938 1.91391 13.77210  2.37
C 20.54638 2.84442 15.03095  -1.19
C 22.01283 3.37301 15.16255  -0.89
C 22.88411 2.06989 15.35946  -0.99
C 22.76915 1.03234 14.10336  1.60
N 21.30073 0.81648 13.83467  -0.26
O 21.05296 -0.16551 12.86786  2.52
C 23.55635 1.49017 12.91707  -1.56
C 23.34421 -0.28002 14.63318  -1.84
C 20.31186 2.82074 12.51330  -1.43
H 18.94354 0.57379 14.78920  -0.11
H 18.75175 0.63467 13.09761  0.09
H 18.12923 1.99779 14.20592  0.49
H 20.05607 3.81306 14.93385  0.52
H 20.19173 2.40992 15.96559  0.09
H 22.14958 4.17251 15.89071  0.49
H 22.41045 3.84009 14.26152  0.32
H 22.45270 1.52736 16.20068  0.08
H 23.93191 2.29549 15.55776  0.54
H 23.09738 2.36601 12.45843  0.43
H 24.59417 1.62815 13.22039  0.45
H 23.54074 0.70178 12.16455  -0.02
H 22.82103 -0.67339 15.50474  -0.05
H 23.32796 -1.09157 13.90570  -0.12
H 24.41867 -0.17945 14.78652  0.72
H 21.13923 2.50680 11.87690  0.19
H 20.27873 3.90093 12.65529  0.24
H 19.44769 2.60530 11.88488  0.31
H 20.65356 -0.87424 13.37755  -0.67
C 15.28184 -10.52420 11.99376  -2.36
C 16.18428 -11.77644 12.28252  2.61
C 16.85591 -11.57217 13.69539  -0.77
C 17.43277 -12.79969 14.42264  0.07
C 16.51055 -13.93810 14.32595  -1.83
C 15.77190 -14.24759 12.92205  1.88
N 15.35936 -12.94142 12.31127  0.46
O 14.68707 -13.13987 11.04798  -0.49
C 16.58563 -15.10615 11.99427  -1.52
C 14.47184 -15.00967 13.22540  -2.15
C 17.30614 -11.80347 11.22034  -2.04
H 14.43079 -10.44015 12.66959  0.52
H 15.01664 -10.54008 10.93664  0.52
H 15.83995 -9.60272 12.15952  0.33
H 17.78244 -10.99802 13.68971  -0.33
H 16.26533 -10.94510 14.36329  0.48
H 17.70184 -12.47945 15.42920  0.51
H 18.37970 -13.04834 13.94346  -0.44
H 15.70086 -13.74053 15.02843  0.47
H 17.01542 -14.84538 14.65768  0.42
H 16.11674 -15.28281 11.02626  0.36
H 17.57715 -14.68411 11.83033  0.03
H 16.87962 -16.07036 12.40894  0.53
H 13.74616 -14.33570 13.68064  0.47
H 14.00929 -15.37520 12.30859  0.43
H 14.61262 -15.75503 14.00816  0.39
H 18.18266 -12.35116 11.56650  -0.10
H 17.64280 -10.80965 10.92524  0.25
H 16.94317 -12.15443 10.25433  0.83
H 13.76655 -13.26635 11.28930  0.35
C 20.40645 -0.02993 7.25925  -1.97
C 21.43933 -0.58550 8.32842  1.89
C 20.69587 -1.65140 9.18191  -1.04
C 21.65154 -2.55768 10.05973  0.54
C 22.66962 -3.24862 9.12355  -1.42
C 23.42674 -2.33619 8.19454  1.85
N 22.56035 -1.23869 7.62184  0.57
O 23.20877 -0.44058 6.66752  -0.51
C 24.62174 -1.70681 9.01017  -1.36
C 23.91998 -3.19531 6.97780  -1.97
C 21.95067 0.59236 9.24120  -1.54
H 19.55528 0.56630 7.58805  0.21
H 20.04642 -0.78579 6.56129  0.37
H 20.97777 0.66546 6.64433  0.55
H 19.84326 -1.28937 9.75642  0.19
H 20.30062 -2.26434 8.37185  0.32
H 21.10705 -3.35434 10.56664  0.27
H 22.20659 -1.98743 10.80460  -0.86
H 22.01565 -3.86509 8.50679  0.27
H 23.36010 -3.79477 9.76625  0.63
H 24.27088 -1.34615 9.97708  -0.15
H 25.36869 -2.44612 9.29931  0.49
H 25.12482 -0.87589 8.51560  0.34
H 23.09694 -3.40789 6.29551  0.49
H 24.63790 -2.71270 6.31465  0.44
H 24.37416 -4.17015 7.15526  0.24
H 22.66736 0.20756 9.96673  0.03
H 21.21913 1.19244 9.78235  0.33
H 22.46920 1.27621 8.56921  0.49
H 23.00772 -0.89328 5.84518  0.34
C 19.58266 -2.82928 19.51537  -1.55
C 20.60230 -3.92695 19.54890  2.99
C 20.56260 -4.79958 18.27054  -2.38
C 21.22684 -4.25941 17.08401  2.47
C 22.67268 -3.89590 17.40648  -1.19
C 22.86203 -2.89999 18.64205  2.18
N 21.99687 -3.38558 19.76992  0.03
O 22.02945 -2.60310 20.90330  -0.53
C 24.32698 -3.13031 19.03371  -2.10
C 22.56927 -1.39786 18.19358  -2.06
C 20.34038 -4.89151 20.72063  -1.94
H 19.24019 -2.51251 20.50049  0.50
H 18.75092 -3.09073 18.86118  -0.22
H 19.98057 -1.88229 19.15068  0.04
H 20.93117 -5.81254 18.43230  0.35
H 19.54331 -4.96403 17.92110  0.50
H 20.62784 -3.42127 16.72789  -1.15
H 21.16969 -4.90984 16.21122  -0.37
H 23.04092 -3.35458 16.53500  0.29
H 23.22387 -4.83602 17.42872  -0.07
H 24.54680 -4.16077 19.31286  0.42
H 24.93858 -2.78795 18.19895  0.40
H 24.61364 -2.54973 19.91057  0.45
H 21.54999 -1.20717 17.85771  0.20
H 22.76188 -0.77911 19.07002  0.68
H 23.38866 -1.10747 17.53602  0.55
H 19.88470 -4.49159 21.62646  0.33
H 21.20135 -5.47849 21.04043  0.42
H 19.59115 -5.61970 20.40998  0.30
H 21.38116 -1.93482 20.66941  0.42
C 19.03065 -11.91455 8.37732  -1.31
C 19.91414 -12.56017 7.25955  1.79
C 21.39335 -12.40918 7.80359  -1.01
C 21.73989 -13.48881 8.89986  1.21
C 21.36330 -14.94365 8.39253  -2.02
C 19.93197 -15.04629 7.98743  2.21
N 19.63117 -14.03065 6.98225  0.13
O 18.38428 -14.23871 6.42652  -0.50
C 19.81378 -16.46970 7.32014  -2.13
C 19.03575 -15.11048 9.25574  -1.61
C 19.85653 -11.81577 5.93331  -2.07
H 17.94957 -12.03100 8.30100  0.46
H 19.14248 -10.83917 8.23905  0.59
H 19.36068 -12.28910 9.34628  -0.10
H 22.06424 -12.59303 6.96443  0.61
H 21.65941 -11.42135 8.17975  -0.24
H 21.15100 -13.37783 9.81035  -1.54
H 22.79240 -13.46042 9.18184  0.71
H 21.58589 -15.70747 9.13760  0.44
H 21.99045 -15.17102 7.53051  0.43
H 20.52436 -16.69859 6.52592  0.43
H 19.87816 -17.27460 8.05232  0.37
H 18.82385 -16.52348 6.86710  0.43
H 18.99999 -15.94584 9.95502  0.55
H 19.12038 -14.27673 9.95272  -0.07
H 17.96802 -15.12956 9.03739  0.52
H 18.83394 -11.92353 5.57165  0.44
H 20.51423 -12.33610 5.23705  0.51
H 20.10348 -10.75415 5.92479  0.27
H 17.85018 -14.01499 7.19221  0.45
C 23.72194 -8.65622 7.67545  -1.77
C 23.34364 -8.30939 9.12793  1.64
C 21.91605 -7.65168 8.97693  -1.43
C 21.21597 -7.52129 10.32407  0.60
C 21.11228 -8.85706 11.03040  0.65
C 22.48932 -9.55476 11.24777  1.51
N 23.20995 -9.51663 9.94181  1.40
O 24.26771 -10.35635 9.93358  -0.66
C 23.11987 -8.78491 12.45136  -0.69
C 22.16970 -11.01968 11.58958  -0.28
C 24.36656 -7.29782 9.61478  -1.55
H 23.55096 -7.85643 6.95488  0.33
H 23.13886 -9.53029 7.38544  0.19
H 24.76063 -8.95730 7.53920  0.40
H 22.06645 -6.65579 8.56020  0.22
H 21.27323 -8.19753 8.28634  0.31
H 20.27173 -6.98339 10.23946  0.70
H 21.75059 -6.77399 10.91043  -1.12
H 20.43999 -9.46006 10.42006  -0.17
H 20.67682 -8.59232 11.99393  -0.99
H 22.58902 -8.88420 13.39817  -0.30
H 24.11861 -9.11794 12.73370  0.63
H 23.30011 -7.74018 12.19808  -0.43
H 21.45687 -11.10958 12.40928  -0.29
H 21.60837 -11.35966 10.71928  -0.84
H 23.08449 -11.58429 11.76974  0.85
H 24.64560 -6.49811 8.92871  0.32
H 25.32107 -7.75441 9.87657  0.32
H 24.08594 -6.67585 10.46478  -0.03
H 23.83968 -11.18001 9.68868  0.38
O 23.42685 -11.66464 14.72277  -0.69
H 24.29623 -11.28032 14.83545  0.30
H 22.86412 -11.16213 15.31187  0.00
O 15.89583 -0.28931 15.49605  0.15
H 16.11220 -0.16624 16.42032  0.12
H 16.39205 -1.06499 15.23465  0.13
O 21.64883 -9.91389 15.96192  1.39
H 20.86168 -9.60620 15.51253  -0.37
H 21.37686 -10.02586 16.87281  0.07
O 20.02473 -13.26620 16.71134  -0.60
H 20.27924 -12.86351 15.88109  0.27
H 20.82243 -13.69123 17.02640  0.29
O 15.61865 0.73199 12.97667  -0.66
H 15.30795 -0.15042 12.77406  0.36
H 15.67439 0.75333 13.93201  0.27
O 21.64667 -10.16793 18.82689  -0.57
H 21.66668 -11.01633 19.26966  0.30
H 22.32055 -9.65092 19.26827  0.21
O 14.00276 -4.15175 10.28985  -0.56
H 14.05417 -4.97385 10.77745  0.45
H 14.13856 -4.40532 9.37689  0.23
O 14.51242 -1.72909 12.09486  -0.50
H 13.57207 -1.83930 12.23562  0.22
H 14.70877 -2.28401 11.34005  0.07